Entry from the OMol25 dataset: one molecule with the formula C5H6O2 (ωB97M-V with the def2-TZVPD basis set).

Last column: Löwdin charge in e.
Atoms and positions in Å:
1 C -0.2908 -0.1669 -2.6267  0.1337
2 C -0.0800 -0.3461 -1.4553  -0.1103
3 C 0.1284 -0.5741 -0.0242  -0.2554
4 C -1.1999 -0.4632 0.7314  -0.2191
5 O -1.9437 0.4761 0.5907  0.0715
6 C 1.0710 0.4878 0.6406  -0.1998
7 O 0.5558 0.9309 1.8769  -0.0630
8 H -0.4953 -0.0068 -3.6626  0.0306
9 H 0.5373 -1.5808 0.1254  0.1418
10 H -1.4063 -1.2576 1.4737  0.1361
11 H 1.2287 1.3239 -0.0503  0.1254
12 H 2.0402 0.0357 0.8614  0.1241
13 H -0.2413 1.4436 1.6808  0.0843

As for the spin multiplicity: 1. The calculation puts the frontier orbital gap at 10.706 eV. Its charge is 0. The SMILES is C#C[C@H](C=O)CO. For the largest force on an atom, the calculation gives 0.0107 hartree/bohr. The energy above the lowest of the compared OMol25 structures with the same formula, charge and spin comes out at 2.7055 eV.

Entry from the OMol25 dataset: a 8-piece molecular cluster, C26H69ClN3O14 overall in a non-equilibrium geometry (ωB97M-V with the def2-TZVPD basis set).

Last column: Löwdin charge in e.
Atoms and positions in Å:
1 Cl -0.7987 1.1483 -0.9722  0.6378
2 O 0.5384 0.8061 -1.4096  -0.3515
3 O -1.0951 0.2730 0.1227  -0.3830
4 O -0.8363 2.4734 -0.4241  -0.3577
5 O -1.8225 0.9999 -1.9969  -0.3569
6 C -0.8345 7.9472 0.1704  -0.1008
7 C -1.2806 6.5127 0.0278  -0.3198
8 O -0.4595 5.6596 0.8296  -0.0892
9 H -0.3106 8.2011 1.0901  0.0722
10 H -1.7507 8.5437 0.1606  0.0650
11 H -0.2126 8.2549 -0.6724  0.0653
12 H -1.2714 6.1968 -1.0169  0.1146
13 H -2.2803 6.4710 0.4752  0.1044
14 H -0.8648 4.7853 0.7749  0.0601
15 C -4.6187 -2.3378 -4.0343  -0.0964
16 C -3.0922 -2.3126 -3.9719  -0.3107
17 O -2.6235 -2.5490 -2.6487  -0.0973
18 H -5.1568 -1.7021 -3.3344  0.0704
19 H -4.9199 -3.3866 -4.0165  0.0658
20 H -4.9168 -1.9557 -5.0190  0.0660
21 H -2.7819 -1.2995 -4.2461  0.1098
22 H -2.6905 -3.1229 -4.5763  0.1089
23 H -2.7241 -1.7325 -2.1449  0.0673
24 C 1.2188 1.7666 2.6844  -0.0803
25 C 1.1529 0.2482 2.9318  -0.3174
26 O 1.3643 -0.4725 1.7437  -0.0801
27 H 1.9790 2.1071 1.9861  0.0696
28 H 1.1985 2.3023 3.6376  0.0665
29 H 0.2574 2.0328 2.2296  0.0583
30 H 0.1781 0.0463 3.3927  0.1074
31 H 1.9650 -0.0180 3.6137  0.0912
32 H 0.7202 -0.1352 1.1064  0.0354
33 C 2.9367 1.8845 -3.9851  -0.0938
34 C 3.9573 2.9601 -4.3576  -0.3372
35 O 4.5244 2.7218 -5.6217  -0.0717
36 H 3.1990 0.9260 -4.4454  0.0677
37 H 1.9247 2.0258 -4.3709  0.0743
38 H 2.8515 1.7503 -2.9082  0.0599
39 H 4.7462 2.8971 -3.6003  0.1032
40 H 3.3734 3.8722 -4.1869  0.1087
41 H 5.1195 3.4368 -5.8581  0.0764
42 C 5.1161 -0.5548 3.0035  -0.1021
43 O 4.7270 -1.0307 1.7140  -0.1869
44 C 4.5986 0.0695 0.8086  -0.2202
45 C 4.3817 -0.4748 -0.5984  -0.2094
46 N 3.1307 -1.1591 -0.7519  -0.0382
47 C 2.9940 -1.8409 -2.0493  -0.1911
48 C 1.8146 -2.7980 -2.0738  -0.2504
49 O 1.9489 -3.8582 -1.1801  -0.1720
50 C 1.0124 -4.8987 -1.4032  -0.1084
51 H 5.2983 -1.4402 3.6054  0.0703
52 H 4.3401 0.0326 3.5034  0.0736
53 H 5.9783 0.0918 2.8280  0.0780
54 H 5.4556 0.7503 0.8476  0.1125
55 H 3.6995 0.5799 1.1682  0.1040
56 H 5.2025 -1.1769 -0.7540  0.1215
57 H 4.4081 0.4310 -1.2274  0.1087
58 H 2.2484 -0.6609 -0.7015  0.0801
59 H 3.9239 -2.4157 -2.1139  0.1176
60 H 2.8668 -1.1083 -2.8585  0.1056
61 H 1.7421 -3.1160 -3.1292  0.1187
62 H 0.8546 -2.2797 -1.9254  0.1152
63 H 1.3436 -5.4423 -2.2978  0.0815
64 H 0.0087 -4.4876 -1.5076  0.0786
65 H 1.0927 -5.6630 -0.6318  0.0837
66 C -0.5398 -3.0622 0.9171  -0.1236
67 O 0.6178 -3.5345 1.5653  -0.1800
68 C 0.2539 -4.3855 2.6322  -0.2354
69 C 1.2535 -4.3738 3.7795  -0.2108
70 N 2.6088 -4.6614 3.3146  -0.0341
71 C 3.6148 -4.3072 4.3305  -0.2114
72 C 5.0101 -4.6821 3.8856  -0.2536
73 O 5.3078 -4.0764 2.6486  -0.1847
74 C 6.6927 -4.0472 2.4029  -0.1219
75 H -0.2608 -2.6598 -0.0548  0.0694
76 H -1.1489 -2.3407 1.4667  0.0870
77 H -1.1383 -3.9525 0.6645  0.0867
78 H 0.1101 -5.3639 2.1461  0.1204
79 H -0.7134 -4.0626 3.0430  0.1143
80 H 0.9714 -5.1837 4.4746  0.1101
81 H 1.1006 -3.4853 4.3929  0.1176
82 H 2.6701 -5.6705 3.2383  0.1113
83 H 3.4281 -4.9228 5.2298  0.1086
84 H 3.4877 -3.2987 4.7206  0.1153
85 H 5.1311 -5.7672 3.7215  0.1178
86 H 5.7574 -4.5509 4.6819  0.1166
87 H 7.1549 -3.3097 3.0628  0.0872
88 H 6.8600 -3.7270 1.3700  0.0870
89 H 7.0827 -5.0735 2.3510  0.0860
90 C -8.2458 5.1351 -2.3085  -0.1419
91 O -7.2484 4.1567 -2.4980  -0.1779
92 C -6.4224 4.1036 -1.3363  -0.2190
93 C -5.3795 3.0121 -1.6049  -0.1847
94 N -4.3544 2.9940 -0.5532  -0.0526
95 C -4.8335 2.7170 0.7976  -0.2168
96 C -5.8517 1.5699 0.9604  -0.2112
97 O -5.2980 0.4249 0.3428  -0.2054
98 C -4.3760 -0.3201 1.1355  -0.0858
99 H -8.8157 4.9438 -1.3909  0.0814
100 H -8.9391 5.0997 -3.1471  0.0820
101 H -7.9298 6.1780 -2.1903  0.0821
102 H -6.9972 3.7415 -0.4771  0.1015
103 H -6.0214 5.0985 -1.1336  0.1273
104 H -4.8634 3.1289 -2.5571  0.1236
105 H -5.8411 2.0198 -1.6631  0.1119
106 H -3.5959 2.3588 -0.7698  0.0740
107 H -5.3227 3.6744 1.0510  0.1017
108 H -4.0058 2.7900 1.5044  0.1152
109 H -6.7826 1.8326 0.4638  0.1029
110 H -6.0300 1.4391 2.0330  0.1165
111 H -3.9956 -1.1601 0.5624  0.0862
112 H -4.6925 -0.5784 2.1478  0.0844
113 H -3.5201 0.3635 1.2124  0.0718

As for the spin multiplicity: 1. The calculation puts the frontier orbital gap at 7.819 eV. Its charge is -1. For the largest force on an atom, the calculation gives 0.0469 hartree/bohr. The energy above the lowest of the compared OMol25 structures with the same formula, charge and spin comes out at 1.4303 eV.

Entry from the OMol25 dataset: one molecule with the formula C3H6F2N2 in a non-equilibrium geometry (ωB97M-V with the def2-TZVPD basis set).

Last column: Löwdin charge in e.
Atoms and positions in Å:
1 C 0.9341 -0.2998 -0.1234  -0.1945
2 C -0.0137 -0.8269 1.0262  -0.2961
3 C -0.7041 0.9999 -1.1152  -0.1528
4 N 0.1459 0.0029 -1.2303  0.0004
5 N -0.9610 0.1237 1.3924  -0.0126
6 F -1.8471 0.9483 -1.7824  0.0898
7 F -0.3094 1.2634 1.9900  -0.1857
8 H 1.2758 0.6987 0.2651  0.1298
9 H 1.7194 -1.0516 -0.3025  0.1248
10 H -0.4441 -1.7135 0.7518  0.0671
11 H 0.7013 -1.2746 1.8611  0.1533
12 H -0.3175 1.9254 -0.9665  0.1122
13 H -0.1796 -0.7959 -1.7664  0.1642

As for the spin multiplicity: 1. The calculation puts the frontier orbital gap (spin up / spin down) at 7.181 / 8.911 eV. Its charge is 0. For the largest force on an atom, the calculation gives 0.0847 hartree/bohr. The energy above the lowest of the compared OMol25 structures with the same formula, charge and spin comes out at 5.1641 eV.

Entry from the OMol25 dataset: one molecule with the formula C5H2O (ωB97M-V with the def2-TZVPD basis set).

Last column: Löwdin charge in e.
Atoms and positions in Å:
1 C 2.1221 0.5586 -0.0115  0.1623
2 C 1.2217 -0.2360 -0.1000  -0.0358
3 C -0.0006 -1.0252 -0.1692  -0.4496
4 O -0.0406 -2.2227 -0.3635  0.1133
5 C -1.1833 -0.1895 0.0261  -0.0351
6 C -2.0991 0.5760 0.1945  0.1602
7 H 2.8775 1.3077 0.0799  0.0421
8 H -2.9081 1.2609 0.3463  0.0426

As for the spin multiplicity: 1. The calculation puts the frontier orbital gap at 10.127 eV. Its charge is 0. The SMILES is C#CC(=O)C#C. For the largest force on an atom, the calculation gives 0.0168 hartree/bohr. The energy above the lowest of the compared OMol25 structures with the same formula, charge and spin comes out at 0.2501 eV.